This record from the OMol25 dataset describes C3H5NO2S in the gas phase. The level of theory is the ωB97M-V functional and the def2-TZVPD basis.

Last columns: bonded neighbours and bond lengths (Å).
Cartesian coordinates (Å):
1 H 2.9816 -0.8436 0.0344  C10 1.083
2 H 0.5647 1.5579 -0.5462  O12 0.975
3 H 1.7509 -2.3216 -0.3056  C10 1.124
4 C -1.0792 1.1387 0.3237  H5 1.123, C6 1.520, H7 1.091, O12 1.385
5 H -0.6245 1.1412 1.3507  C4 1.123
6 C -1.2786 -0.3200 -0.0539  C4 1.520, S9 1.634, O11 1.359
7 H -2.0856 1.5524 0.4079  C4 1.091
8 N 1.0408 -0.4211 -0.0013  C10 1.255, O11 1.397
9 S -2.7329 -1.0490 -0.2069  C6 1.634
10 C 1.9856 -1.2375 -0.1231  H1 1.083, H3 1.124, N8 1.255
11 O -0.1663 -1.0685 -0.2758  C6 1.359, N8 1.397
12 O -0.3566 1.8711 -0.6039  H2 0.975, C4 1.385

- HOMO level (eV) = -8.888
- SMILES string = C=NOC(=S)CO
- electronic energy (Ha) = -720.64060

Atomic partial charges in e from the natural (NBO) method, atoms 1 to 5: 0.21 0.49 0.20 -0.16 0.19